ORCA calculation (the ωB97M-V functional and the def2-TZVPD basis) on 2 unconnected molecules or ions with the total composition C3H9NOS2 in a non-equilibrium geometry.

Orbital gap ... 9.217 eV
Energy ... -28462.691 eV
ΔE to the lowest compared entry with this formula, charge and spin ... 2.748 eV
E_LUMO ... 0.4 eV
Multiplicity ... 1

The geometry in XYZ format:
```
16
C3H9NOS2 the ωB97M-V functional and the def2-TZVPD basis
C -3.215 -0.896 0.273
C 2.558 0.661 0.209
C 1.757 1.078 1.175
N 2.681 -0.620 -0.227
O -0.836 -1.322 0.937
S -1.484 1.368 -0.223
S -1.494 -0.781 -0.252
H -3.407 -1.176 1.317
H -3.640 0.063 -0.194
H -3.700 -1.693 -0.340
H 3.240 1.342 -0.282
H -0.096 1.593 -0.065
H 1.055 0.630 1.809
H 2.017 2.028 1.555
H 2.350 -0.808 -1.149
H 2.239 -1.222 0.447
```